1.
Below is a gas-phase ion, C5H14N2 (charge +2) at a distorted geometry, with properties calculated with the ωB97M-V functional and the def2-TZVPD basis.

The spin multiplicity is 1. The structure (SMILES) is C[C@@H]([NH3+])C/C=C/[NH3+]. Its charge is +2. The LUMO energy is -7.482 eV. The value obtained for the HOMO-LUMO gap is 11.18 eV.

Atoms and positions in Å:
C 2.125 0.427 -0.664
C 1.274 -0.309 0.380
N 2.055 -0.355 1.693
C -0.100 0.286 0.734
C -1.063 0.448 -0.429
C -1.938 -0.503 -0.725
N -3.246 -0.174 -1.397
H 1.401 0.921 -1.302
H 2.868 -0.219 -1.105
H 2.615 1.279 -0.183
H 1.075 -1.323 0.037
H 2.097 -1.253 2.189
H 3.067 -0.220 1.565
H 1.764 0.381 2.341
H -0.528 -0.330 1.528
H -0.029 1.275 1.201
H -0.678 1.236 -1.066
H -2.073 -1.371 -0.093
H -3.132 -0.040 -2.410
H -3.959 -0.886 -1.231
H -3.593 0.729 -1.064

***

2.
Below is 2 unconnected molecules or ions with the total composition C5H14N2O at a distorted geometry, with properties calculated with the ωB97M-V functional and the def2-TZVPD basis.

The spin multiplicity is 1. Its charge is 0. The LUMO energy is 0.329 eV. The value obtained for the HOMO-LUMO gap is 7.28 eV.

Atoms and positions in Å:
C 1.091 1.061 0.632
O 0.451 0.315 -0.391
C 0.803 2.580 0.587
C 1.411 3.177 -0.728
H 2.176 0.883 0.532
H 0.714 0.739 1.635
H 1.223 3.167 1.440
H -0.288 2.761 0.548
H 1.221 4.258 -0.779
H 0.846 2.698 -1.501
H 2.491 2.900 -0.877
C -2.003 -0.730 -1.071
N -1.558 -1.842 -0.185
C -0.358 -1.854 0.299
N 0.128 -2.962 0.882
H -3.104 -0.714 -1.085
H -1.647 -1.004 -2.062
H -1.579 0.226 -0.746
H -2.139 -2.657 -0.117
H 0.381 -1.019 0.318
H -0.512 -3.684 1.121
H 0.955 -2.856 1.512

***

3.
Below is 2 unconnected molecules or ions with the total composition C5H14N2O at a distorted geometry, with properties calculated with the ωB97M-V functional and the def2-TZVPD basis.

The spin multiplicity is 1. The structure (SMILES) is C=C(N)C[C@@H](C)N.O. Its charge is 0. The LUMO energy is 0.493 eV. The value obtained for the HOMO-LUMO gap is 8.10 eV.

Atoms and positions in Å:
C 1.255 1.093 2.034
C 1.163 0.795 0.721
N 2.385 0.525 0.088
C -0.096 0.851 -0.068
C -0.134 -0.199 -1.204
C 0.035 -1.598 -0.540
N -1.348 -0.020 -2.007
H 2.177 1.197 2.586
H 0.374 1.289 2.639
H 3.221 0.484 0.638
H 2.383 -0.004 -0.773
H -0.245 1.793 -0.600
H -0.987 0.728 0.557
H 0.643 -0.001 -1.978
H -0.210 -2.343 -1.306
H 1.092 -1.762 -0.298
H -0.371 -1.703 0.458
H -2.097 -0.275 -1.361
H -1.389 -0.659 -2.789
O -2.408 -0.718 0.968
H -2.528 -1.683 0.992
H -3.136 -0.370 1.482

***

4.
Below is 2 unconnected molecules or ions with the total composition C5H14N2O at a distorted geometry, with properties calculated with the ωB97M-V functional and the def2-TZVPD basis.

The spin multiplicity is 1. The structure (SMILES) is CCC/C(N)=C/N.O. Its charge is 0. The LUMO energy is 0.468 eV. The value obtained for the HOMO-LUMO gap is 7.83 eV.

Atoms and positions in Å:
C 1.076 1.484 1.176
C 1.834 0.867 0.001
C 1.788 -0.634 -0.136
C 0.372 -1.162 -0.264
N -0.180 -1.657 0.940
C -0.306 -1.030 -1.408
N -1.728 -1.182 -1.417
H 1.319 2.534 1.301
H 1.385 0.979 2.097
H 0.012 1.361 0.995
H 2.853 1.281 0.043
H 1.577 1.345 -0.950
H 2.302 -0.872 -1.080
H 2.362 -1.190 0.600
H -1.072 -2.092 0.724
H -0.359 -0.908 1.611
H 0.172 -0.960 -2.366
H -2.216 -0.368 -1.043
H -2.044 -1.324 -2.364
O -2.739 0.977 0.413
H -3.462 0.659 0.959
H -2.944 1.892 0.169

***

The records above give, respectively, E_tot values of -8374.692; -10436.932; -10438.872; -10439.163 eV.
The records above give, respectively, ΔE to the lowest compared entry with this formula, charge and spin values of 15.2; 94.5; 49.7; 43.0 kcal per mole.